{
  "formula": "C36H40NO2P3S2Sr",
  "method": "wB97M-V/def2-TZVPD",
  "species": ["Sr", "C", "P", "C", "C", "C", "C", "C", "C", "C", "C", "C", "C", "C", "C", "C", "C", "C", "C", "C", "P", "C", "C", "C", "C", "C", "C", "C", "C", "C", "C", "C", "C", "N", "H", "H", "H", "H", "H", "H", "H", "H", "H", "H", "H", "H", "H", "H", "H", "H", "H", "H", "H", "H", "H", "H", "H", "H", "H", "H", "C", "C", "C", "O", "P", "S", "S", "O", "C", "C", "C", "H", "H", "H", "H", "H", "H", "H", "H", "H", "H", "H", "H", "H", "H"],
  "positions_angstrom": [[-0.56390, 0.25297, -0.46649], [0.54310, -0.17327, -3.77513], [1.39215, 0.63463, -2.32205], [2.63594, 1.63921, -3.24548], [3.96424, 1.25217, -3.08696], [4.99147, 1.95716, -3.70181], [4.69914, 3.08417, -4.45204], [3.37567, 3.47516, -4.62168], [2.35110, 2.74753, -4.04062], [0.12167, 2.03477, -2.01124], [-1.19648, 1.95441, -2.55172], [-1.93512, 3.09644, -2.77740], [-1.43255, 4.33580, -2.40579], [-0.17204, 4.43229, -1.84670], [0.60268, 3.29369, -1.66992], [-0.04261, -1.47032, -3.27714], [0.38198, -2.72180, -3.68391], [-0.28882, -3.65704, -2.85057], [-1.06466, -2.90645, -1.99207], [-2.04904, -3.33443, -0.94672], [-1.45251, -2.84343, 0.75688], [-0.10014, -4.05036, 0.94989], [-0.18842, -5.34549, 1.46410], [0.92090, -6.17657, 1.47501], [2.13309, -5.72896, 0.96745], [2.22586, -4.45640, 0.42706], [1.11673, -3.62425, 0.41932], [-2.95512, -3.16519, 1.74851], [-3.13325, -4.12571, 2.74374], [-4.31952, -4.18860, 3.46315], [-5.35141, -3.30453, 3.19088], [-5.18233, -2.33406, 2.21302], [-3.98866, -2.25531, 1.51588], [-0.91992, -1.56625, -2.22137], [1.33797, -0.41947, -4.48096], [-0.16845, 0.48054, -4.27911], [4.19460, 0.38972, -2.47169], [6.01617, 1.62842, -3.58649], [5.49613, 3.65718, -4.90795], [3.14163, 4.35691, -5.20465], [1.32482, 3.05759, -4.19327], [-1.62101, 0.97244, -2.82297], [-2.92773, 3.01313, -3.20087], [-2.03295, 5.22569, -2.54410], [0.21941, 5.39260, -1.53690], [1.63782, 3.40565, -1.37334], [1.08757, -2.93635, -4.47286], [-0.22966, -4.73422, -2.89460], [-2.24624, -4.40558, -0.97331], [-2.95880, -2.74773, -1.09439], [-1.12704, -5.72060, 1.84181], [0.83703, -7.18158, 1.86850], [3.00238, -6.37341, 0.99082], [3.16302, -4.10998, 0.01153], [1.18495, -2.63339, -0.01924], [-2.34310, -4.82059, 2.97981], [-4.43417, -4.93061, 4.24303], [-6.28279, -3.36609, 3.73848], [-5.97658, -1.62810, 2.00736], [-3.83079, -1.44895, 0.80538], [-1.93663, 0.38054, 3.07883], [-0.51065, 0.81087, 3.43145], [0.46491, -0.34658, 3.28406], [-0.09495, 2.02642, 2.75772], [0.05554, 2.42250, 1.18518], [-1.87009, 2.34474, 0.46975], [1.64652, 1.21341, 0.61442], [0.25995, 3.96253, 1.42568], [1.23702, 4.70942, 2.21146], [0.57127, 5.07199, 3.52289], [2.55440, 3.99121, 2.40644], [-2.26139, -0.36154, 3.81125], [-2.00192, -0.07816, 2.08132], [-2.61545, 1.23034, 3.10517], [-0.49978, 1.11454, 4.47961], [0.33651, -0.88807, 2.34633], [0.29916, -1.04561, 4.10618], [1.49492, 0.00305, 3.33559], [1.40637, 5.60848, 1.61703], [0.40180, 4.17247, 4.11324], [-0.39256, 5.54632, 3.34040], [1.20480, 5.76241, 4.08136], [2.42470, 3.09549, 3.01328], [3.24685, 4.66809, 2.90900], [2.99526, 3.69995, 1.45429]],
  "forces_ev_per_a": [[-2.0, -4.6, 0.1], [-0.1, -0.5, 0.4], [0.1, 0.8, -2.2], [0.2, -0.1, 0.6], [0.0, 0.0, 0.0], [0.0, 0.0, 0.0], [0.0, 0.0, 0.0], [0.0, 0.0, -0.1], [-0.1, 0.0, -0.1], [0.1, 0.8, -2.7], [0.9, -0.2, -0.2], [-0.2, -0.1, 0.2], [0.0, 0.1, 0.0], [-0.1, 0.0, 0.2], [0.0, 0.1, -0.4], [0.3, -0.2, -0.2], [-0.2, -0.2, 0.2], [0.0, 0.1, -0.1], [-0.4, -0.1, 0.2], [0.3, 0.3, 0.1], [0.0, 0.4, -0.7], [-0.2, -0.2, 0.3], [0.0, 0.1, -0.1], [0.0, 0.0, 0.0], [0.0, 0.0, 0.0], [0.0, 0.0, 0.0], [0.0, 0.1, 0.1], [0.3, -0.2, 0.3], [0.0, 0.1, 0.0], [0.0, 0.0, 0.0], [0.0, 0.0, 0.0], [0.0, 0.0, 0.0], [0.1, 0.0, 0.0], [0.4, 0.5, -0.4], [0.0, 0.0, 0.0], [0.1, 0.1, 0.0], [0.0, 0.0, 0.0], [0.0, 0.0, 0.0], [0.0, 0.0, 0.0], [0.0, 0.0, 0.0], [0.0, 0.0, 0.0], [0.2, 0.5, 0.0], [0.0, 0.0, 0.0], [0.0, 0.0, 0.0], [0.0, 0.0, -0.1], [-0.1, 0.0, 0.2], [0.0, 0.0, 0.0], [0.0, 0.0, 0.0], [-0.1, 0.0, 0.0], [-0.2, -0.3, 0.0], [0.0, -0.1, -0.1], [0.0, 0.0, 0.0], [0.0, 0.0, 0.0], [0.0, 0.0, 0.0], [0.1, 0.0, 0.0], [0.0, 0.0, 0.1], [0.0, 0.0, 0.0], [0.0, 0.0, 0.0], [0.0, 0.0, 0.0], [-0.1, 0.0, -0.1], [0.2, 0.1, 0.0], [-0.2, -0.1, -0.2], [0.2, 0.1, 0.1], [0.0, -0.2, 0.2], [-0.6, 0.0, 3.3], [0.7, 0.9, 0.7], [-0.2, 1.9, 1.0], [0.7, 0.3, -0.9], [0.0, -0.1, 0.1], [-0.1, 0.0, 0.0], [0.0, 0.0, -0.1], [0.0, 0.0, 0.0], [0.0, 0.1, 0.4], [0.0, 0.0, 0.0], [0.0, 0.1, 0.0], [0.0, 0.0, 0.0], [-0.1, 0.0, -0.1], [0.0, 0.0, 0.0], [-0.1, 0.0, 0.0], [0.0, 0.0, 0.0], [0.0, 0.0, 0.0], [0.0, 0.0, 0.0], [0.0, 0.0, 0.0], [0.0, 0.0, 0.0], [0.0, 0.0, 0.0]],
  "lowdin_charge": [0.8460, -0.2845, 0.9473, -0.3662, -0.1009, -0.0850, -0.0873, -0.0757, -0.0882, -0.6008, -0.2174, -0.0963, -0.0745, -0.0726, -0.2035, -0.4487, -0.0835, -0.0779, -0.4578, -0.2662, 1.0444, -0.3624, -0.0869, -0.0852, -0.0873, -0.0726, -0.1077, -0.3673, -0.0845, -0.0848, -0.0903, -0.0806, -0.1300, -0.0744, 0.0880, 0.0770, 0.0999, 0.1027, 0.1018, 0.1041, 0.1117, 0.1005, 0.1148, 0.1102, 0.1150, 0.1064, 0.0867, 0.0917, 0.0940, 0.0737, 0.0804, 0.1023, 0.1017, 0.1060, 0.0938, 0.0768, 0.1032, 0.1017, 0.1048, 0.0983, -0.0921, -0.4309, -0.0850, -0.3466, 0.0527, 0.3610, 0.2933, -0.3037, -0.4166, -0.0417, -0.0751, 0.0913, 0.0056, 0.0698, 0.1408, 0.0218, 0.0904, 0.0681, 0.1396, 0.0784, 0.0877, 0.0859, 0.0738, 0.0884, 0.0588],
  "energy_ev": -93941.321,
  "e_above_lowest_ev": 3.502,
  "homo_lumo_gap_ev": 6.873,
  "lumo_energy_ha": 0.0115,
  "spin_multiplicity": 1,
  "charge": 0
}